Record 1
A molecular structure, C7H6NO4S at a distorted geometry. Source: OMol25; level of theory: ωB97M-V with the def2-TZVPD basis set.

Each line ends with the Mulliken charge.
Geometry (Å):
C  2.209857  1.501668  0.935850  -0.57
C  1.628590  1.408092  2.198593  -0.53
C  1.611234  0.935089  -0.173135  -0.53
C  0.416159  0.767114  2.385470  -0.55
C  0.403757  0.277810  0.013564  0.07
C  -0.201980  0.211132  1.275939  0.72
C  -1.515709  -0.838976  -0.513235  0.55
N  -0.363541  -0.374037  -0.921298  0.12
O  -3.461452  -1.930937  -0.549304  -0.36
O  -0.314130  -1.092008  -3.370331  -0.24
O  -2.374339  -1.443760  -1.300520  -0.07
O  0.200897  -0.197494  -2.560944  -0.02
S  -1.750688  -0.628121  1.179660  -0.03
H  3.145688  2.022947  0.815478  0.40
H  2.127581  1.846114  3.049164  0.40
H  2.045156  1.000432  -1.157080  0.48
H  -0.040343  0.696496  3.358918  0.42
H  -4.070748  -2.308210  -1.212707  0.35
H  0.304010  -1.853351  -3.454081  0.38

Atoms 1-2, force components in eV/Å:
-0.08 -0.08 -0.11
-0.14 -0.05 0.09

As for the energy above the lowest of the compared OMol25 structures with the same formula, charge and spin: 90.6 kcal/mol. Its charge is +1. The value obtained for the highest occupied orbital energy (spin up / spin down) is -13.11 / -13.11 eV. The HOMO-LUMO gap (spin up / spin down) is 7.5 / 7.5 eV.

***

Record 2
8 unconnected molecules or ions with the total composition H18NO7 at a distorted geometry. Source: OMol25; level of theory: ωB97M-V with the def2-TZVPD basis set.

Each line ends with the Mulliken charge.
Geometry (Å):
N  17.851000  31.717000  9.429000  -0.22
H  18.360000  31.527000  8.599000  0.23
H  17.221000  32.415000  9.289000  0.28
H  18.565000  31.926000  10.119000  0.41
H  17.314000  30.906000  9.834000  0.26
O  19.881000  30.134000  7.249000  -0.64
H  19.409000  29.318000  7.364000  0.28
H  20.097000  30.045000  6.314000  0.31
O  17.132000  32.812000  6.722000  -0.56
H  17.302000  32.786000  5.787000  0.29
H  16.280000  33.226000  6.797000  0.28
O  16.770000  29.643000  7.408000  -0.54
H  16.599000  28.667000  7.537000  0.29
H  17.303000  29.643000  6.655000  0.29
O  19.883000  29.783000  9.973000  -0.63
H  19.084000  29.274000  9.962000  0.38
H  20.264000  29.729000  9.114000  0.34
O  17.626000  28.544000  10.485000  -0.56
H  17.393000  28.132000  9.677000  0.22
H  17.593000  27.899000  11.162000  0.27
O  17.642000  30.886000  12.213000  -0.59
H  18.174000  30.066000  12.267000  0.31
H  17.153000  30.998000  13.022000  0.30
O  14.761000  33.098000  9.342000  -0.62
H  14.240000  33.703000  8.818000  0.31
H  14.439000  33.090000  10.290000  0.32

Atoms 1-2, force components in eV/Å:
1.16 -3.07 2.20
0.18 -0.73 -1.41

As for the energy above the lowest of the compared OMol25 structures with the same formula, charge and spin: 53.3 kcal/mol. Its charge is +1. The value obtained for the highest occupied orbital energy is -14.41 eV. The HOMO-LUMO gap is 11.3 eV.

***

Record 3
A molecular structure, C23H48Br15InN2O3P at a distorted geometry. Source: OMol25; level of theory: ωB97M-V with the def2-TZVPD basis set.

Each line ends with the Mulliken charge.
Geometry (Å):
C  0.810716  3.792698  -3.270878  -0.70
C  0.510324  2.809321  -4.462867  0.57
O  0.236427  3.347506  -5.571676  -0.64
N  0.562667  1.378664  -4.429328  -0.16
C  1.488831  0.805550  -5.438542  -0.74
In  0.833857  0.555148  -2.476567  0.50
C  1.126450  -1.675097  -2.748448  -1.09
C  1.026316  -2.518154  -1.404662  0.27
C  2.392019  -3.269146  -1.013719  -0.63
Br  3.066148  -4.439418  -2.472091  -0.25
N  -0.891275  1.078850  -1.323561  -0.47
C  -1.304476  0.113388  -0.570010  0.19
C  -2.354680  -0.932394  -1.167119  -0.91
C  -0.812706  0.003600  0.936375  -0.40
P  2.865442  1.403091  -1.206178  0.14
O  2.550764  1.612393  0.461108  -0.43
O  3.577222  2.803461  -1.914469  -0.52
H  0.161019  4.713389  -3.447655  0.25
H  1.875974  4.152561  -3.368848  0.14
H  0.538185  3.411413  -2.247372  0.24
H  1.536897  1.372350  -6.410168  0.35
H  1.084526  -0.233921  -5.692138  0.18
H  2.509461  0.615933  -4.966740  0.17
H  2.175379  -1.813364  -3.177711  0.37
H  0.411853  -2.001799  -3.562887  0.27
H  0.638985  -1.952656  -0.510427  -0.35
H  0.274552  -3.355906  -1.601013  0.18
H  3.155479  -2.490480  -0.727609  0.39
H  2.128119  -3.953381  -0.145946  0.36
H  -1.953086  -1.531964  -2.031879  0.16
H  -2.840044  -1.578633  -0.360298  0.22
H  -3.205647  -0.298402  -1.586068  0.34
H  -0.777452  1.072312  1.335286  0.30
H  -1.591858  -0.529742  1.574534  -0.11
H  0.221022  -0.428428  1.065145  0.33
H  1.700987  2.065555  0.627953  0.29
H  3.599662  2.707397  -2.883801  0.29
Br  -2.054899  -1.832411  3.821284  -0.21
C  -0.658239  -0.818971  4.724543  -0.67
C  -1.221162  -0.022452  5.874640  0.25
Br  -2.152221  1.570268  5.244920  -0.15
H  -0.173529  -0.203358  3.967272  0.41
H  0.048094  -1.567064  5.084681  0.40
H  -0.419303  0.351314  6.510977  -0.29
H  -1.929628  -0.584535  6.481826  0.24
Br  1.391471  6.607632  -6.204112  -0.15
C  0.054778  6.183541  -7.554975  -0.68
C  -0.347750  7.411495  -8.333061  -0.19
Br  -1.561127  8.538860  -7.303841  -0.16
H  -0.776160  5.707277  -7.037415  0.44
H  0.534392  5.455301  -8.209031  0.32
H  -0.908870  7.132555  -9.225430  0.37
H  0.496770  8.035988  -8.620873  0.05
Br  -5.186575  -3.521724  5.225345  -0.14
C  -6.365511  -2.079164  5.794906  -0.55
C  -5.579026  -0.837578  6.134239  -0.48
Br  -4.717948  -0.999878  7.875595  -0.14
H  -6.953576  -2.459367  6.628444  0.38
H  -7.023507  -1.896789  4.945015  0.35
H  -6.241720  0.023533  6.224271  0.34
H  -4.794660  -0.613378  5.412094  0.24
Br  -5.707105  -7.446020  9.637065  -0.15
C  -5.284534  -6.735953  7.870879  -0.48
C  -3.796844  -6.718727  7.629137  -0.60
Br  -2.944750  -5.239804  8.568397  -0.11
H  -5.741206  -5.749895  7.807732  0.27
H  -5.779693  -7.407539  7.169280  0.35
H  -3.582654  -6.545475  6.574036  0.32
H  -3.296926  -7.630053  7.952014  0.41
Br  3.095037  -7.888383  1.337178  -0.15
C  1.748738  -8.321451  -0.004779  -0.56
C  1.334382  -7.096497  -0.780066  -0.34
Br  0.122416  -5.979977  0.261581  -0.16
H  0.922556  -8.799813  0.518533  0.37
H  2.226995  -9.047879  -0.662255  0.35
H  0.767576  -7.377787  -1.668149  0.39
H  2.176102  -6.467592  -1.075619  0.07
Br  3.041923  6.820337  -11.111689  -0.15
C  4.438011  7.819483  -10.188018  -0.55
C  3.873422  8.605623  -9.032823  -0.27
Br  2.952649  10.209338  -9.650088  -0.13
H  4.928498  8.442473  -10.933894  0.38
H  5.139327  7.064597  -9.831972  0.35
H  4.673602  8.968886  -8.387542  0.35
H  3.160776  8.040486  -8.437303  0.01
Br  2.451194  0.441123  5.920631  -0.10
C  3.198756  0.473642  7.719712  -0.54
C  2.228049  -0.090959  8.726061  -0.64
Br  0.820430  1.189763  9.148131  -0.14
H  3.482543  1.504047  7.926220  0.36
H  4.096526  -0.142489  7.665178  0.34
H  2.728869  -0.285027  9.675006  0.37
H  1.737184  -1.001267  8.386387  0.36

Atoms 1-2, force components in eV/Å:
-1.16 0.37 -0.33
-0.65 -0.23 -2.75

Its charge is -1. The value obtained for the highest occupied orbital energy is -3.69 eV. The HOMO-LUMO gap is 5.2 eV.

***

Record 4
5 unconnected molecules or ions with the total composition C3H16NO4 at a distorted geometry. Source: OMol25; level of theory: ωB97M-V with the def2-TZVPD basis set.

Each line ends with the Mulliken charge.
Geometry (Å):
C  -2.104975  1.122047  -0.844773  -1.39
C  -0.875888  0.269610  -1.191421  0.77
C  -0.803979  -0.929003  -1.652786  -0.97
N  0.243303  0.872645  -0.405512  -0.11
H  -2.033244  1.327294  0.138566  0.46
H  -2.194293  1.983161  -1.522169  0.34
H  -3.023339  0.542235  -0.957562  0.36
H  0.275443  -1.359330  -1.683091  0.19
H  -1.568275  -1.511501  -2.058028  0.41
H  0.284506  1.918223  -0.690632  0.43
H  1.260264  0.600806  -0.463723  0.14
H  -0.051268  0.653476  0.636538  0.39
H  0.981095  -1.441270  0.748284  0.29
H  0.316275  -0.911672  1.963341  0.31
O  1.063327  -0.845844  1.390081  -0.62
H  -2.090856  -3.001156  0.473003  0.27
H  -0.945229  -2.649806  1.088043  0.24
O  -1.425812  -2.385733  0.318902  -0.49
H  0.940597  2.608335  3.050191  0.35
H  1.530248  1.614029  2.147610  0.25
O  1.272549  2.418480  2.082672  -0.59
H  3.215750  -0.637000  -1.600887  0.32
H  3.013577  -0.178308  -0.074819  0.28
O  2.720228  -0.079721  -0.891819  -0.64

Atoms 1-2, force components in eV/Å:
-0.06 -1.82 -4.15
-1.21 2.02 1.66

As for the energy above the lowest of the compared OMol25 structures with the same formula, charge and spin: 81.1 kcal/mol. Its charge is +1. The value obtained for the highest occupied orbital energy is -13.96 eV. The HOMO-LUMO gap is 10.8 eV.

***

Record 5
3 unconnected molecules or ions with the total composition C25H50B2N2O11S2 at a distorted geometry. Source: OMol25; level of theory: ωB97M-V with the def2-TZVPD basis set.

Each line ends with the Mulliken charge.
Geometry (Å):
C  -1.764869  -0.399536  3.628247  -0.70
C  -1.914560  -1.464721  2.437346  0.14
B  -0.738739  -1.472494  1.322386  0.82
O  -1.190844  -1.773922  -0.038809  -0.82
C  0.859152  -1.121934  1.626603  -0.01
C  1.153076  0.440147  1.675663  -0.47
C  0.006258  1.423573  1.173650  -0.37
C  -0.162149  1.465847  -0.449896  0.38
C  -1.595901  1.995687  -0.927123  -0.47
C  -2.104257  3.343948  -0.228946  -0.28
C  -2.935950  3.167431  1.125548  -0.94
C  -3.890174  1.890130  1.196648  0.22
S  -5.009490  1.688936  -0.278787  -0.10
C  -5.907479  0.097350  0.070839  0.36
N  -7.216670  0.004402  0.628568  -0.27
N  -7.412559  -1.338734  0.723667  -0.32
C  -6.293263  -2.088597  0.220282  -0.02
O  -5.287961  -1.159555  -0.192250  -0.16
O  0.955943  -1.814869  2.947768  -0.57
S  0.919931  -3.499327  2.704273  1.19
O  -0.306778  -4.248953  3.128345  -0.62
O  1.996421  -4.161938  3.550433  -0.63
O  1.231820  -3.390176  1.035704  -0.35
C  1.886521  -2.065874  0.794211  1.44
C  1.924858  -1.973066  -0.801680  -1.70
B  2.579234  -0.631864  -1.422136  0.91
O  2.022209  -0.040108  -2.615087  -0.55
O  3.768333  -0.008206  -0.845804  -0.65
C  3.366474  -2.363517  1.245806  -0.60
C  3.973823  -1.195135  2.342935  0.34
C  3.877893  -1.648967  3.955445  -0.71
O  5.225999  -1.602659  3.085682  -0.52
H  -0.697728  -0.076061  3.864708  0.11
H  -2.323539  0.566145  3.324292  0.11
H  -2.214752  -0.761867  4.627704  0.32
H  -2.889122  -1.176121  1.877866  -0.11
H  -2.135873  -2.479369  2.912234  0.47
H  -2.020721  -1.236872  -0.105724  0.20
H  1.365970  0.704419  2.781802  0.45
H  2.099971  0.767134  1.098041  0.14
H  -0.987954  1.367353  1.724971  -0.64
H  0.401870  2.487379  1.416214  0.56
H  -0.081771  0.377925  -0.834950  -0.36
H  0.724832  2.083665  -0.847092  0.33
H  -1.484679  2.239844  -2.053067  0.40
H  -2.314927  1.113714  -0.878659  0.02
H  -1.156458  3.954122  0.030014  0.13
H  -2.660833  3.943691  -1.044611  0.24
H  -3.600366  4.095666  1.241548  0.38
H  -2.173814  3.214877  1.991126  0.32
H  -4.568284  1.889487  2.125153  0.60
H  -3.201430  0.968298  1.300096  -0.68
H  -6.211133  -3.221976  0.206311  0.35
H  0.932697  -2.147164  -1.331589  -0.03
H  2.609696  -2.843066  -1.145390  0.37
H  2.759448  0.415345  -3.084192  0.24
H  4.206419  0.566735  -1.506889  0.24
H  3.579869  -3.363543  1.749938  0.57
H  4.183306  -2.262589  0.434662  0.33
H  3.807790  -0.039258  2.086486  0.28
H  4.166659  -0.791276  4.665164  0.33
H  3.987600  -2.743758  4.227127  0.26
C  2.277334  -7.165538  -4.832839  -1.03
C  3.122750  -6.600669  -3.704285  -0.36
O  2.598169  -5.403766  -3.146823  -0.36
C  1.309706  -5.494375  -2.553371  0.15
C  1.246152  -6.463446  -1.386321  -1.19
H  2.105548  -6.408063  -5.601937  0.28
H  2.775080  -8.024882  -5.288408  0.39
H  1.299252  -7.496579  -4.475782  0.26
H  4.110531  -6.348841  -4.099245  0.32
H  3.283795  -7.347694  -2.920134  0.31
H  0.558701  -5.739439  -3.312113  0.32
H  1.066451  -4.492282  -2.190474  -0.13
H  1.415358  -7.493685  -1.708714  0.39
H  0.264199  -6.420009  -0.907501  0.38
H  2.011982  -6.223470  -0.643926  0.30
C  -2.134790  7.552970  -1.765588  -0.87
C  -1.445619  7.862834  -0.447793  -0.35
O  -0.468007  6.899919  -0.078693  -0.40
C  0.627440  6.735459  -0.968293  -0.22
C  1.453768  7.995721  -1.153404  -1.24
H  -2.552801  6.542920  -1.753663  0.12
H  -2.940976  8.266622  -1.951014  0.40
H  -1.439144  7.608972  -2.606282  0.27
H  -2.195222  7.860618  0.347918  0.33
H  -1.007489  8.866204  -0.458070  0.34
H  0.279029  6.346425  -1.931317  0.33
H  1.263084  5.959235  -0.533205  0.34
H  0.881381  8.783349  -1.649033  0.27
H  2.335260  7.787386  -1.765846  0.41
H  1.780035  8.387926  -0.186675  0.31

Atoms 1-2, force components in eV/Å:
-0.34 0.75 0.40
-0.75 0.91 0.66

The value obtained for the highest occupied orbital energy is -9.62 eV. The HOMO-LUMO gap is 9.5 eV. The SMILES is CCB(O)[C@@]1(CCCCCCCSc2nnco2)OS(=O)(=O)O[C@]1(CB(O)O)C[C@H]1CO1.CCOCC.CCOCC.

***

Record 6
A single C4H12N2O molecule at a distorted geometry. Source: OMol25; level of theory: ωB97M-V with the def2-TZVPD basis set.

Each line ends with the Mulliken charge.
Geometry (Å):
N  2.019108  1.345239  0.341231  -0.63
C  1.926655  0.265118  -0.648197  -0.42
C  1.356473  -1.016891  -0.036497  -0.72
N  0.068370  -0.857714  0.635748  -0.43
C  -1.022394  -0.355719  -0.186035  -0.40
C  -2.270042  -0.088702  0.651816  -0.50
O  -3.313825  0.607013  0.025761  -0.51
H  1.108439  1.673583  0.616100  0.22
H  2.534362  2.125416  -0.050523  0.22
H  2.912369  0.096431  -1.069154  0.45
H  1.248708  0.578193  -1.449221  0.23
H  1.228012  -1.702199  -0.881183  0.35
H  2.047628  -1.498142  0.651879  0.36
H  0.239320  -0.188065  1.384296  0.31
H  -0.778528  0.563219  -0.752704  0.26
H  -1.185839  -1.112635  -0.952643  0.33
H  -2.627327  -1.067272  0.983094  0.30
H  -1.951638  0.460947  1.537139  0.28
H  -3.539850  0.172183  -0.800908  0.31

Atoms 1-2, force components in eV/Å:
0.66 -0.30 0.06
-0.68 0.49 0.45

As for the energy above the lowest of the compared OMol25 structures with the same formula, charge and spin: 36.3 kcal/mol. The value obtained for the highest occupied orbital energy is -8.94 eV. The HOMO-LUMO gap is 9.8 eV. The SMILES is NCCNCCO.